C4H7FS | wB97M-V/def2-TZVPD

```
13
C4H7FS wB97M-V/def2-TZVPD
C 1.76435 -0.29712 -0.44866
C 0.32606 -0.38839 0.15536
F 0.23103 -1.69202 0.51239
C -0.27996 0.68193 0.98335
C -0.98688 0.27632 -0.32530
S -2.54910 -0.66381 -0.03946
H 1.98992 0.59711 -1.09032
H 2.01189 -1.15614 -1.08487
H 2.50333 -0.54085 0.29619
H -0.69656 0.36789 1.96818
H 0.22987 1.68208 0.83762
H -1.05941 0.90412 -1.21010
H -3.48454 0.22889 -0.55440
```

* electronic energy: -17812.4862 eV
* highest occupied orbital energy: -8.82 eV
* structure (SMILES): C[C@@]1(F)C[C@@H]1S
* gap between HOMO and LUMO: 9.64 eV
* net charge: 0

Atomic partial charges in e from the Mulliken method, atoms 1 to 6:
1. C -1.316
2. C 0.922
3. F -0.313
4. C -0.718
5. C -0.332
6. S -0.265